Entry from the OMol25 dataset: a molecular structure, C36H32ClP2Sc at a distorted geometry (the ωB97M-V functional and the def2-TZVPD basis).

Values from the calculation:
Total energy = -3294.11141 Eh
Energy relative to the best compared isomer or geometry (same formula, charge and spin) = 2.2 kcal/mol
Gap between HOMO and LUMO = 6.6 eV
Net charge = +2
HOMO = -13.9 eV

Positions of all 72 atoms, in Å:
Sc: 0.0300 0.3461 0.7585
Cl: -0.2529 -0.9733 2.6240
P: -2.1718 -0.3703 -0.4256
C: -2.3153 -1.3106 -2.0050
C: -3.1530 -0.8917 -3.0509
C: -3.3344 -1.7112 -4.1699
C: -2.6127 -2.8992 -4.2919
C: -1.7223 -3.2917 -3.2810
C: -1.5787 -2.5053 -2.1366
C: -3.2834 -1.3440 0.6995
C: -3.5046 -0.8483 1.9947
C: -3.9920 -1.6930 2.9896
C: -4.4939 -2.9531 2.6523
C: -4.4773 -3.3655 1.3149
C: -3.8651 -2.5698 0.3422
C: -3.2913 1.0732 -0.6705
C: -2.8062 2.3859 -0.5352
C: -3.7064 3.4515 -0.5331
C: -5.0726 3.2222 -0.7630
C: -5.5463 1.9210 -0.9742
C: -4.6550 0.8442 -0.9087
H: -3.2693 0.1976 2.2322
H: -3.9788 -1.3571 4.0291
H: -4.8849 -3.6157 3.4267
H: -4.9156 -4.3219 1.0224
H: -3.8463 -2.9100 -0.6962
H: -3.6918 0.0501 -3.0018
H: -4.0363 -1.3978 -4.9467
H: -2.7234 -3.5117 -5.1859
H: -1.1403 -4.2076 -3.3794
H: -0.9119 -2.8217 -1.3279
H: -1.7284 2.5691 -0.4283
H: -3.3382 4.4650 -0.3530
H: -5.7747 4.0563 -0.7713
H: -6.6014 1.7300 -1.1843
H: -5.0340 -0.1709 -1.0510
H: -3.2340 1.6712 -7.0031
H: -3.4244 2.3288 -6.6962
C: 5.7453 -0.5883 4.3487
C: 4.5908 0.1583 4.6230
C: 3.6106 0.3615 3.6555
C: 3.7875 -0.1578 2.3577
C: 4.9369 -0.9169 2.0810
C: 5.9087 -1.1194 3.0654
P: 2.5438 0.1981 1.0630
C: 2.6208 2.0370 0.9892
C: 1.3951 2.7435 1.0547
C: 1.4181 4.1086 1.3170
C: 2.6172 4.7936 1.5058
C: 3.8388 4.1001 1.3992
C: 3.8402 2.7265 1.1412
C: 3.2000 -0.5399 -0.4680
C: 4.0475 0.1294 -1.3641
C: 4.7123 -0.6126 -2.3477
C: 4.4928 -1.9919 -2.4642
C: 3.5407 -2.6230 -1.6517
C: 2.8749 -1.8926 -0.6663
H: 6.5151 -0.7426 5.1144
H: 4.4750 0.5891 5.6228
H: 2.7066 0.9222 3.8973
H: 5.0756 -1.3476 1.0882
H: 6.8071 -1.6853 2.8329
H: 0.3123 2.3301 1.0131
H: 0.4451 4.6075 1.3935
H: 2.6021 5.8624 1.7360
H: 4.7725 4.6514 1.5369
H: 4.7914 2.1845 1.1106
H: 4.1895 1.2032 -1.2872
H: 5.4249 -0.1255 -3.0167
H: 5.0625 -2.5860 -3.1910
H: 3.3232 -3.6870 -1.7656
H: 2.1143 -2.3615 -0.0405